Entry 1:
{
  "formula": "C28H55N5O12",
  "method": "wB97M-V/def2-TZVPD",
  "symbols": ["C", "O", "C", "O", "O", "C", "H", "H", "H", "H", "H", "H", "C", "O", "C", "O", "O", "C", "H", "H", "H", "H", "H", "H", "C", "O", "C", "C", "O", "C", "C", "O", "C", "H", "H", "H", "H", "H", "H", "H", "H", "H", "H", "H", "H", "H", "H", "C", "O", "C", "C", "O", "C", "C", "O", "C", "H", "H", "H", "H", "H", "H", "H", "H", "H", "H", "H", "H", "H", "H", "C", "C", "N", "H", "H", "H", "C", "C", "N", "H", "H", "H", "C", "C", "N", "H", "H", "H", "C", "C", "N", "H", "H", "H", "C", "C", "N", "H", "H", "H"],
  "positions_angstrom": [[29.985, -25.407, 27.040], [28.863, -24.886, 26.307], [28.590, -25.331, 25.117], [29.312, -25.911, 24.347], [27.283, -25.190, 24.894], [26.818, -25.441, 23.579], [30.426, -24.638, 27.659], [30.681, -25.811, 26.303], [29.613, -26.237, 27.638], [27.054, -26.425, 23.174], [27.070, -24.667, 22.856], [25.732, -25.403, 23.669], [21.935, -26.061, 21.976], [22.376, -24.695, 22.130], [23.524, -24.381, 21.561], [24.244, -25.096, 20.919], [23.739, -23.086, 21.780], [24.867, -22.478, 21.160], [22.818, -26.692, 21.863], [21.374, -26.089, 21.042], [21.383, -26.341, 22.864], [25.346, -21.870, 21.928], [24.522, -21.739, 20.435], [25.573, -23.201, 20.767], [30.344, -22.812, 17.328], [29.974, -23.929, 16.572], [28.616, -24.057, 16.212], [27.792, -24.905, 17.165], [27.902, -24.356, 18.457], [27.479, -25.179, 19.531], [28.640, -26.141, 19.850], [28.597, -27.302, 19.031], [29.537, -28.277, 19.333], [30.424, -21.919, 16.689], [31.290, -22.949, 17.845], [29.562, -22.550, 18.052], [28.661, -24.514, 15.226], [28.136, -23.073, 16.184], [28.111, -25.949, 17.135], [26.757, -24.893, 16.805], [26.577, -25.719, 19.241], [27.390, -24.566, 20.426], [28.565, -26.527, 20.878], [29.602, -25.634, 19.745], [29.435, -29.150, 18.691], [29.404, -28.643, 20.364], [30.572, -27.904, 19.285], [24.518, -28.957, 23.811], [25.432, -29.256, 24.837], [25.812, -28.178, 25.659], [25.076, -28.127, 26.978], [23.687, -28.133, 26.702], [22.859, -28.113, 27.854], [22.859, -29.439, 28.645], [22.599, -30.626, 27.986], [23.731, -31.267, 27.440], [23.708, -28.355, 24.232], [24.125, -29.871, 23.371], [24.979, -28.407, 22.981], [25.747, -27.242, 25.104], [26.880, -28.315, 25.840], [25.342, -27.208, 27.513], [25.304, -29.004, 27.592], [21.849, -27.891, 27.513], [23.207, -27.283, 28.480], [22.063, -29.194, 29.361], [23.746, -29.491, 29.288], [24.387, -31.626, 28.243], [24.265, -30.639, 26.726], [23.385, -32.177, 26.949], [30.731, -28.915, 24.398], [29.658, -29.263, 23.483], [28.782, -29.537, 22.793], [30.208, -28.510, 25.270], [31.328, -28.062, 24.077], [31.403, -29.723, 24.670], [23.874, -23.239, 25.491], [24.470, -23.423, 26.812], [24.892, -23.536, 27.873], [23.322, -24.157, 25.271], [24.511, -22.908, 24.679], [23.040, -22.539, 25.600], [31.699, -26.065, 32.035], [30.744, -25.462, 31.107], [30.020, -24.979, 30.359], [31.274, -26.180, 33.035], [32.499, -25.329, 32.097], [31.950, -27.089, 31.771], [28.421, -21.606, 26.022], [27.651, -21.982, 24.837], [27.053, -22.285, 23.906], [29.115, -22.418, 26.223], [27.756, -21.343, 26.837], [29.048, -20.776, 25.685], [30.825, -23.487, 22.992], [31.221, -22.937, 24.271], [31.562, -22.536, 25.292], [31.577, -23.341, 22.215], [29.901, -23.014, 22.666], [30.761, -24.568, 23.108]],
  "lowdin_charge": [-0.0168, -0.0050, -0.6399, 0.0924, -0.0201, -0.0671, 0.0746, 0.0860, 0.0905, 0.0932, 0.0680, 0.0868, -0.0065, 0.0012, -0.6374, 0.1125, -0.0044, -0.0320, 0.0829, 0.1007, 0.0941, 0.0635, 0.0968, 0.0712, -0.1249, -0.1790, -0.1929, -0.1948, -0.1528, -0.1511, -0.1773, -0.1986, -0.1272, 0.0846, 0.0834, 0.0792, 0.1267, 0.1252, 0.1211, 0.1281, 0.1326, 0.1020, 0.1147, 0.1299, 0.0890, 0.0571, 0.0894, -0.1030, -0.1803, -0.1927, -0.1846, -0.1605, -0.1685, -0.2382, -0.1520, -0.0885, 0.0797, 0.0900, 0.0820, 0.0976, 0.1276, 0.1329, 0.1136, 0.1240, 0.1255, 0.1238, 0.1193, 0.0927, 0.0702, 0.0906, -0.0716, -0.2735, 0.1473, 0.0718, 0.0794, 0.0810, -0.0648, -0.2833, 0.1257, 0.0803, 0.0511, 0.0871, -0.0680, -0.2679, 0.1433, 0.0828, 0.0849, 0.0820, -0.0418, -0.2414, 0.1712, 0.0438, 0.0896, 0.0872, -0.0580, -0.2729, 0.1491, 0.0873, 0.0802, 0.0672],
  "e_tot_ha": -2276.3603,
  "homo_lumo_gap_ha": 0.353,
  "smiles": "COC(=O)OC.COC(=O)OC.COCCOCCOC.COCCOCCOC.CC#N.CC#N.CC#N.CC#N.CC#N",
  "fmax_ha_per_bohr": 0.0423
}

---

Entry 2:
{
  "formula": "C28H55O2Si4V",
  "method": "wB97M-V/def2-TZVPD",
  "symbols": ["O", "C", "C", "H", "H", "C", "H", "H", "C", "H", "H", "H", "C", "H", "H", "H", "V", "C", "C", "C", "H", "C", "C", "H", "H", "H", "H", "C", "C", "C", "H", "C", "C", "H", "H", "H", "H", "O", "C", "C", "H", "H", "C", "H", "H", "C", "H", "H", "H", "H", "C", "Si", "C", "C", "Si", "Si", "C", "C", "C", "Si", "C", "C", "C", "H", "H", "H", "H", "H", "H", "H", "H", "H", "H", "H", "H", "H", "H", "H", "H", "H", "H", "H", "H", "H", "H", "H", "H", "H", "H", "H"],
  "positions_angstrom": [[-5.864, -0.629, -0.094], [-6.358, -0.995, 1.253], [-7.823, -0.856, 0.892], [-6.084, -0.251, 2.015], [-6.037, -2.013, 1.540], [-7.252, -0.419, -0.475], [-8.344, -0.111, 1.493], [-8.358, -1.804, 0.868], [-7.556, 1.024, -0.810], [-7.246, 1.701, -0.004], [-8.639, 1.123, -0.954], [-7.064, 1.300, -1.750], [-7.754, -1.364, -1.535], [-7.564, -2.401, -1.251], [-7.316, -1.137, -2.506], [-8.837, -1.227, -1.604], [-0.128, -0.572, -1.431], [1.024, -2.184, -2.190], [0.984, -2.281, -0.761], [-0.380, -2.388, -0.364], [1.846, -2.337, -0.101], [-1.197, -2.361, -1.551], [-0.316, -2.264, -2.672], [-0.616, -2.291, -3.721], [1.925, -2.105, -2.795], [-0.712, -2.541, 0.658], [-2.285, -2.432, -1.601], [0.720, 1.203, -2.725], [-0.283, 0.493, -3.452], [-1.545, 0.711, -2.810], [-0.112, -0.038, -4.382], [-1.316, 1.538, -1.663], [0.074, 1.862, -1.625], [0.540, 2.573, -0.943], [1.772, 1.309, -2.981], [-2.516, 0.397, -3.190], [-2.084, 1.916, -0.984], [-4.039, 0.645, 1.461], [-3.347, -0.256, 0.540], [-3.286, -1.635, 1.187], [-2.295, 0.114, 0.504], [-3.772, -0.200, -0.469], [-3.264, -1.290, 2.683], [-2.398, -2.186, 0.895], [-4.155, -2.227, 0.903], [-3.482, 0.257, 2.746], [-2.314, -1.599, 3.140], [-4.072, -1.814, 3.205], [-2.484, 0.733, 2.859], [-4.130, 0.621, 3.564], [1.351, 0.193, 2.737], [3.069, -0.266, 2.118], [4.366, 0.575, 3.199], [3.352, -2.121, 2.266], [3.172, 0.490, -0.087], [3.721, 2.761, 0.087], [5.483, 3.004, 0.720], [3.599, 3.560, -1.615], [2.481, 3.499, 1.308], [5.066, -0.486, -1.014], [6.539, -0.391, 0.169], [4.743, -2.296, -1.424], [5.467, 0.459, -2.598], [1.176, -0.296, 3.706], [0.562, -0.138, 2.047], [1.236, 1.274, 2.886], [4.208, 0.185, 4.216], [5.396, 0.338, 2.901], [4.262, 1.667, 3.238], [2.470, -2.695, 1.953], [4.220, -2.482, 1.698], [3.534, -2.349, 3.328], [6.236, 2.685, -0.013], [5.605, 4.086, 0.882], [5.689, 2.496, 1.671], [2.577, 3.521, -2.009], [3.886, 4.620, -1.535], [4.261, 3.088, -2.353], [1.445, 3.326, 0.989], [2.594, 3.093, 2.323], [2.638, 4.586, 1.365], [6.320, -0.824, 1.154], [7.346, -0.986, -0.287], [6.908, 0.632, 0.313], [3.809, -2.440, -1.980], [5.570, -2.663, -2.052], [4.703, -2.927, -0.527], [4.620, 0.439, -3.299], [5.736, 1.509, -2.416], [6.323, -0.037, -3.082]],
  "lowdin_charge": [-0.0956, -0.1504, -0.0853, 0.1182, 0.1173, -0.5815, 0.1121, 0.1063, -0.0177, 0.0945, 0.0873, 0.0888, -0.0299, 0.0895, 0.0852, 0.0890, 0.6048, -0.1760, -0.1952, -0.2001, 0.0685, -0.1925, -0.1953, 0.1146, 0.1039, 0.0884, 0.1120, -0.1886, -0.2024, -0.1767, 0.1025, -0.1736, -0.1778, 0.0739, 0.0874, 0.1023, 0.0973, -0.1760, -0.2047, -0.1667, 0.0998, 0.1166, -0.1447, 0.0590, 0.0882, -0.1801, 0.1067, 0.0947, 0.1164, 0.1149, -0.2396, 0.2658, -0.2446, -0.2294, 0.3871, 0.2814, -0.2405, -0.2293, -0.2385, 0.2607, -0.2370, -0.2280, -0.2435, 0.0165, 0.0043, 0.0119, 0.0138, 0.0121, 0.0070, 0.0129, 0.0094, 0.0203, 0.0110, 0.0137, 0.0068, 0.0090, 0.0193, 0.0066, 0.0120, 0.0058, 0.0172, 0.0082, 0.0127, 0.0048, -0.0047, 0.0194, 0.0146, 0.0223, 0.0038, 0.0162],
  "e_tot_ha": -3352.3381,
  "spin_multiplicity": 4,
  "homo_lumo_gap_ha": [0.155, 0.164],
  "de_lowest_ev": 0.133,
  "fmax_ha_per_bohr": 0.0866,
  "total_charge": -1
}